{"formula": "C40H54F40INO12P2SSi2", "method": "ωB97M-V with the def2-TZVPD basis set", "total_energy_ev": -230391.05822, "total_charge": 0, "orbital_gap_ev": 8.46, "symbols": ["I", "S", "P", "P", "Si", "Si", "F", "F", "F", "F", "F", "F", "F", "F", "F", "F", "F", "F", "F", "F", "F", "F", "F", "F", "F", "F", "F", "F", "F", "F", "F", "F", "F", "F", "F", "F", "F", "F", "F", "F", "F", "F", "F", "F", "F", "F", "O", "O", "O", "O", "O", "O", "O", "O", "O", "O", "O", "O", "N", "C", "C", "C", "C", "C", "C", "C", "C", "C", "C", "C", "C", "C", "C", "C", "C", "C", "C", "C", "C", "C", "C", "C", "C", "C", "C", "C", "C", "C", "C", "C", "C", "C", "C", "C", "C", "C", "C", "C", "C", "H", "H", "H", "H", "H", "H", "H", "H", "H", "H", "H", "H", "H", "H", "H", "H", "H", "H", "H", "H", "H", "H", "H", "H", "H", "H", "H", "H", "H", "H", "H", "H", "H", "H", "H", "H", "H", "H", "H", "H", "H", "H", "H", "H", "H", "H", "H", "H", "H", "H", "H", "H", "H", "H"], "xyz": [[4.067, 0.985, 0.498], [0.795, 2.888, -0.085], [2.168, 0.070, 1.735], [0.215, -1.526, -2.472], [-1.465, -0.974, 2.215], [0.404, -0.043, 0.312], [7.248, 1.290, -1.391], [-3.016, 2.893, -9.885], [4.921, -5.355, -1.063], [10.447, 1.964, -2.643], [-5.649, 1.895, -9.927], [3.922, -0.895, 4.833], [1.873, 1.214, 8.536], [3.410, -3.827, -2.981], [5.964, -5.951, -5.645], [-1.435, 3.957, 8.671], [4.526, -8.045, -4.809], [-4.672, -1.277, -11.069], [7.665, -1.483, -1.249], [8.196, 3.196, -1.849], [6.335, -0.306, -3.522], [-1.099, 2.551, -8.935], [-3.678, 4.170, 12.853], [3.073, -5.547, 0.051], [-3.003, 3.596, -7.256], [-4.667, -0.606, -8.995], [5.058, -1.278, 7.222], [8.085, -3.175, -2.531], [-4.033, 3.278, 8.996], [-4.930, 5.481, 10.612], [-4.208, 1.793, -7.500], [3.125, -1.298, 8.226], [3.532, -3.039, -0.948], [-6.841, 0.136, -10.405], [5.875, -5.002, -3.688], [0.345, -1.116, 7.794], [-2.631, 1.615, 9.123], [8.694, 1.401, -3.810], [5.544, -2.199, -2.770], [-5.485, 6.175, 12.608], [-1.150, 0.259, 7.046], [-0.090, 0.976, 9.468], [3.460, -6.149, -4.665], [-5.672, 3.584, 13.462], [-2.176, 4.785, 10.547], [3.517, 0.711, 6.249], [8.972, -1.247, -3.078], [0.816, 0.286, 6.084], [3.151, -6.441, -1.952], [-1.795, -2.523, 2.864], [-4.931, 2.815, 11.548], [-0.543, -1.274, 0.886], [-1.234, -1.831, -1.887], [-0.058, -0.839, -3.886], [0.995, -2.750, -2.641], [2.598, -1.516, 1.937], [-2.342, 0.799, -9.373], [-2.117, 2.171, -4.043], [-2.853, -2.332, 5.098], [0.168, 0.119, 7.288], [3.735, -1.507, 7.044], [3.213, -0.571, 5.950], [-4.307, -1.341, -3.155], [9.701, -0.223, -2.411], [0.246, 4.286, 0.913], [3.578, -5.374, -1.193], [5.799, -6.187, -4.321], [7.853, -1.845, -2.533], [-1.145, 2.790, -3.224], [4.049, -7.275, -2.671], [-3.505, -0.062, -3.424], [-5.630, -1.193, -2.401], [-3.746, 2.186, 11.074], [-5.665, 0.759, -10.649], [-2.953, 2.282, -7.576], [9.286, 1.250, -2.607], [-4.913, 3.904, 12.389], [-5.563, 5.134, 11.747], [-4.879, -1.189, 0.042], [-3.431, -0.726, 0.252], [-3.097, -0.251, 1.687], [8.436, 1.906, -1.516], [-0.459, 1.623, 0.313], [-4.304, 1.149, -3.840], [-3.091, 2.711, 9.782], [-3.072, 0.300, -10.486], [-2.378, 2.120, -8.985], [1.727, -0.670, 5.556], [-1.878, 3.635, 9.915], [-5.552, -0.407, -1.102], [-3.463, 2.438, -3.686], [-0.960, 4.972, 0.273], [-2.319, -2.470, 4.036], [-4.519, -0.184, -10.268], [1.088, -0.360, -1.427], [0.549, 1.210, 8.293], [4.448, -6.877, -4.106], [3.028, -4.046, -1.714], [6.599, -1.620, -3.384], [-4.084, 1.184, 10.813], [-5.621, 1.009, -11.713], [8.956, 1.894, -0.554], [-5.182, 1.296, -3.225], [-3.174, 0.069, -0.435], [-4.463, -1.849, -4.096], [1.050, 5.006, 0.956], [9.849, -0.462, -1.358], [6.730, -2.061, -4.374], [10.688, -0.282, -2.867], [-0.889, 1.909, 1.266], [-2.526, -0.601, -10.757], [2.075, -0.787, -1.308], [1.938, -4.024, -1.670], [-3.015, 2.051, 11.870], [4.918, -7.542, -2.071], [-1.543, 3.137, -2.277], [-3.679, -1.976, -2.539], [-0.385, 2.045, -2.993], [-6.380, -0.789, -3.068], [-2.832, -0.296, -4.242], [-2.331, 1.760, -6.844], [-4.646, 1.084, -4.866], [6.618, -6.827, -3.981], [-1.187, 1.662, -0.487], [-5.023, 0.530, -1.213], [1.347, -1.687, 5.654], [-3.844, -0.659, 2.356], [3.110, -1.820, 1.170], [-1.422, -2.743, -2.160], [-2.993, 0.962, -11.348], [1.716, -0.453, 4.489], [-3.875, 3.176, -4.367], [-3.065, 0.825, 1.770], [-2.784, -1.550, -0.016], [-6.565, -0.126, -0.840], [3.485, -8.198, -2.796], [-5.948, -2.200, -2.148], [-0.630, 3.578, -3.760], [-4.916, -2.244, -0.181], [-1.240, 5.880, 0.788], [-0.775, -0.193, 3.254], [1.203, 0.573, -1.969], [3.602, -2.552, 6.751], [0.260, 2.194, 7.918], [0.034, 3.977, 1.929], [-0.694, 5.182, -0.753], [-6.611, 4.930, 11.519], [-3.563, 2.753, -2.651], [-2.861, 0.153, -2.580], [-1.783, 4.268, 0.234], [-0.995, -0.585, -3.918], [-1.068, 3.131, 10.448], [-5.440, -1.010, 0.951]], "atomic_forces_ev_per_a": [[-0.1, -0.2, -0.1], [0.5, -0.2, 0.2], [0.1, 0.4, 1.1], [1.3, -0.1, -0.6], [-0.7, 0.0, -0.4], [1.2, 0.1, -1.0], [-0.1, -0.2, 0.0], [-0.1, -0.1, 0.1], [0.0, 0.0, -0.1], [0.1, 0.0, 0.2], [0.2, 0.0, 0.1], [0.0, -0.2, 0.0], [0.1, -0.2, 0.0], [0.2, -0.3, 0.0], [-0.1, -0.1, 0.0], [0.0, -0.1, 0.0], [0.2, -0.1, 0.0], [0.0, 0.1, -0.2], [-0.1, 0.2, -0.1], [0.1, -0.1, -0.1], [0.1, 0.1, 0.1], [0.0, 0.1, 0.1], [0.0, 0.1, -0.2], [0.0, 0.0, 0.1], [0.1, 0.0, -0.1], [-0.1, 0.1, 0.0], [0.0, 0.0, -0.1], [0.0, -0.1, 0.0], [0.1, 0.1, 0.0], [0.2, -0.1, 0.0], [-0.1, 0.0, -0.2], [-0.2, 0.1, 0.0], [0.0, 0.2, 0.3], [0.1, -0.1, 0.0], [-0.2, 0.0, 0.2], [0.2, 0.1, 0.1], [0.0, 0.0, 0.0], [-0.1, 0.0, 0.1], [0.2, 0.1, 0.0], [0.0, -0.1, 0.0], [-0.1, 0.1, 0.0], [0.1, -0.1, 0.0], [0.1, 0.1, 0.0], [-0.1, 0.1, 0.0], [-0.2, 0.0, 0.1], [0.0, 0.0, 0.1], [-0.6, 0.5, 0.0], [0.5, 0.1, 0.6], [0.2, 0.4, -0.5], [0.3, 0.1, 0.1], [0.2, 0.6, -0.4], [0.2, 0.5, 0.5], [-0.3, 0.1, 0.0], [-0.6, 0.3, 0.4], [-0.3, -0.3, -0.2], [0.1, 0.3, -0.5], [-0.6, 0.1, 0.4], [-0.1, 0.1, 0.3], [2.1, -0.7, -3.9], [0.0, -0.5, -0.6], [0.3, -0.3, 0.0], [-0.3, 0.6, 0.1], [0.1, 0.3, 0.5], [0.5, -0.5, 0.2], [-0.7, 0.4, -0.2], [0.2, -0.4, 0.0], [0.3, -0.1, -0.2], [0.7, 0.0, 0.2], [0.4, -0.6, -0.3], [-0.1, -0.4, 0.5], [-0.4, -0.6, -0.2], [0.5, 0.0, -0.4], [-0.1, -0.5, 0.4], [-0.3, 0.0, -0.2], [0.0, 0.0, 0.5], [-0.2, -0.3, -0.5], [0.3, -0.7, 0.1], [-0.2, 0.2, -0.1], [0.0, 1.2, -0.3], [0.0, -0.4, 0.5], [0.5, -0.8, -0.3], [0.1, 0.3, 0.2], [0.4, 0.3, -0.2], [0.6, 0.9, 0.0], [-0.6, 0.2, 0.0], [0.5, 0.0, -0.4], [0.2, -0.3, -0.6], [-0.5, -0.2, -0.4], [0.3, 0.0, 0.0], [-0.3, -0.4, 0.2], [-0.5, -1.0, -0.6], [0.4, -0.7, 0.0], [-2.3, 0.6, 4.0], [0.3, 0.0, 0.6], [-1.3, -0.1, 0.2], [0.1, 0.3, 0.1], [-0.6, 0.4, 0.2], [-0.3, -0.3, -0.1], [-0.3, -0.1, -0.2], [0.0, 0.0, -0.1], [0.1, 0.0, 0.0], [0.0, -0.1, 0.0], [-0.3, -0.1, 0.1], [0.0, 0.2, -0.2], [-0.2, -0.3, -0.2], [0.5, -0.1, 0.0], [-0.2, 0.1, 0.1], [0.1, 0.0, 0.0], [0.0, 0.0, -0.1], [-0.3, -0.1, 0.2], [0.0, -0.1, 0.1], [0.3, -0.2, -0.1], [0.4, -0.2, 0.2], [0.1, 0.3, 0.0], [0.2, 0.2, -0.1], [-0.2, 0.3, 0.1], [0.3, -0.3, 0.0], [0.1, -0.2, 0.1], [-0.3, 0.3, -0.1], [0.3, 0.0, -0.2], [0.1, 0.0, -0.1], [-0.1, -0.3, -0.3], [0.0, 0.0, 0.0], [-0.6, -0.1, 0.0], [0.1, 0.3, -0.2], [0.1, 0.0, 0.3], [-0.2, 0.2, 0.4], [-0.1, -0.4, 0.1], [-0.2, 0.0, 0.2], [-0.2, 0.2, 0.1], [0.1, 0.1, 0.0], [0.0, 0.5, 0.1], [-0.2, 0.4, 0.1], [0.3, -0.2, -0.1], [-0.3, 0.0, 0.2], [0.0, 0.0, -0.1], [-0.3, -0.2, 0.0], [-0.1, 0.5, 0.0], [0.0, -0.4, 0.1], [-0.2, 0.2, 0.2], [0.2, -0.1, 0.0], [0.0, 0.3, 0.0], [0.0, 0.0, 0.0], [-0.1, -0.1, -0.1], [0.1, -0.2, 0.2], [0.0, 0.4, -0.3], [0.0, -0.1, 0.1], [0.3, 0.3, 0.2], [0.0, 0.3, 0.4], [-0.4, 0.1, 0.1], [0.1, 0.3, -0.4], [-0.1, 0.0, 0.0], [-0.2, -0.1, 0.2]]}